# C9H21AgClN3O3

A molecular structure, C9H21AgClN3O3 in a non-equilibrium geometry (ωB97M-V/def2-TZVPD, OMol25).

Calculated values
- HOMO level (alpha / beta) (eV) = -2.24 / -5.76
- electronic energy (eV) = -36810.581
- total charge = -1
- multiplicity = 2
- energy above the lowest of the compared OMol25 structures with the same formula, charge and spin (kJ/mol) = 0.0
- LUMO (alpha / beta) (eV) = 2.68 / 2.61
- ⟨S²⟩ = 0.7514

Cartesian coordinates (Å):
Ag1 1.1969 0.7216 -2.7461
Cl1 -0.5620 -0.2988 -0.6622
C1 4.0069 -2.8039 -3.3086
C2 2.9314 -2.5225 -2.2688
O1 2.5176 -1.3807 -2.0725
N1 2.3893 -3.5826 -1.6726
C3 1.3504 -3.4451 -0.7277
H1 4.2997 -1.8720 -3.7923
H2 3.6725 -3.4939 -4.0832
H3 4.8915 -3.1920 -2.8035
H4 2.6303 -4.4777 -2.0736
H5 0.3652 -3.7628 -1.0689
H6 1.3137 -2.4794 -0.2235
H7 1.6745 -4.0410 0.1254
C4 0.7771 -1.3723 3.2854
C5 0.3873 0.0815 3.4978
O2 0.3096 0.6766 4.5710
N2 0.0702 0.7252 2.3942
C6 -0.2559 2.1814 2.2672
H8 0.4655 -1.7034 2.2948
H9 0.1501 -1.8976 4.0058
H10 1.8301 -1.6395 3.3740
H11 -0.0432 0.1757 1.5544
H12 -0.3255 2.5447 1.2419
H13 0.3756 2.7916 2.9129
H14 -1.2929 2.3444 2.5606
C7 -1.3855 3.7638 -0.8311
C8 -2.7997 3.2681 -0.7181
O3 -3.6754 4.0768 -0.9682
N3 -3.0573 1.9790 -0.4054
C9 -4.4272 1.5048 -0.2559
H15 -1.2644 4.4973 -1.6282
H16 -0.7307 2.9130 -1.0191
H17 -1.0071 4.1769 0.1039
H18 -2.3300 1.2904 -0.2757
H19 -4.4702 0.4973 0.1578
H20 -5.0146 1.5922 -1.1700
H21 -4.9636 2.1625 0.4281

These are the Mulliken partial charges, in e, on atoms 1 to 2: Ag -0.24; Cl -0.76